1.
Density functional theory data (wB97M-V/def2-TZVPD) for a 15-piece molecular cluster, C4H35NO14 overall at a distorted geometry.

Each atom is followed by the atoms it is bonded to, with distances in Å.
Positions of all 54 atoms, in Å:
1 C 2.96 0.56 -2.53  C2 1.495, H6 1.094, H7 1.096, H8 1.089
2 C 1.78 -0.34 -2.35  C1 1.495, C3 1.331, N5 1.414
3 C 1.63 -1.45 -3.06  C2 1.331, H9 1.066, H10 1.093
4 C -0.11 -0.27 -1.00  N5 1.257, H11 1.086, H12 1.097
5 N 1.14 -0.25 -1.09  C2 1.414, C4 1.257
6 H 2.82 1.32 -3.31  C1 1.094
7 H 3.85 0.03 -2.89  C1 1.096
8 H 3.38 1.04 -1.65  C1 1.089
9 H 1.13 -2.38 -2.90  C3 1.066
10 H 2.09 -1.58 -4.04  C3 1.093
11 H -0.59 -0.29 -0.03  C4 1.086
12 H -0.88 -0.33 -1.79  C4 1.097
13 H -2.19 1.33 -3.81  O15 0.965
14 H -2.35 1.40 -2.40  O15 0.968
15 O -2.85 1.64 -3.19  H13 0.965, H14 0.968
16 H -1.12 -3.48 0.07  O18 0.946
17 H -2.24 -4.25 -0.51  O18 0.963
18 O -1.30 -4.32 -0.32  H16 0.946, H17 0.963
19 H 2.40 0.88 2.93  O21 0.974
20 H 1.32 1.12 3.95  O21 0.964
21 O 1.75 1.55 3.20  H19 0.974, H20 0.964
22 H -2.97 1.46 3.41  O24 0.962
23 H -2.27 0.13 3.14  O24 0.963
24 O -2.91 0.55 3.72  H22 0.962, H23 0.963
25 H 0.53 2.31 1.23  O27 0.979
26 H -0.19 1.90 2.39  O27 0.968
27 O -0.40 2.10 1.47  H25 0.979, H26 0.968
28 H -2.75 -2.39 0.88  O30 0.962
29 H -2.83 -0.90 0.52  O30 0.962
30 O -2.22 -1.61 0.75  H28 0.962, H29 0.962
31 H 1.25 3.97 0.22  O33 0.970
32 H 2.38 3.16 -0.03  O33 0.965
33 O 1.43 3.12 -0.20  H31 0.970, H32 0.965
34 H -1.12 -2.94 2.70  O36 0.958
35 H -0.06 -2.00 3.34  O36 0.951
36 O -0.38 -2.89 3.30  H34 0.958, H35 0.951
37 H -2.11 3.29 0.32  O39 0.963
38 H -2.20 3.41 -1.15  O39 0.967
39 O -2.63 3.75 -0.36  H37 0.963, H38 0.967
40 H 1.00 -3.52 1.66  O42 0.959
41 H 0.54 -4.73 0.75  O42 0.961
42 O 1.23 -4.39 1.33  H40 0.959, H41 0.961
43 H 0.20 2.51 -1.60  O45 0.957
44 H -0.24 2.89 -3.06  O45 0.955
45 O -0.50 2.44 -2.25  H43 0.957, H44 0.955
46 H 4.70 0.24 1.81  O48 0.958
47 H 3.64 -0.95 1.85  O48 0.950
48 O 3.92 -0.12 2.23  H46 0.958, H47 0.950
49 H 1.76 -1.46 1.13  O51 0.968
50 H 1.27 -0.09 1.27  O51 0.969
51 O 1.39 -0.88 1.82  H49 0.968, H50 0.969
52 H -3.65 -0.24 -2.63  O54 0.962
53 H -4.39 0.41 -1.48  O54 0.963
54 O -4.01 -0.44 -1.75  H52 0.962, H53 0.963

Its total energy is -34869.6348 eV. Its HOMO-LUMO gap is 9.053 eV. As for the charge: 0. The spin multiplicity is 1.

***

2.
Density functional theory data (wB97M-V/def2-TZVPD) for C5H5NO in the gas phase at a distorted geometry.

Each atom is followed by the atoms it is bonded to, with distances in Å.
Positions of all 12 atoms, in Å:
1 C 0.35 -0.93 2.01  C2 1.194, H8 1.060
2 C 0.03 -0.86 0.86  C1 1.194, C3 1.424
3 C -0.29 -0.49 -0.48  C2 1.424, O4 1.397, C5 1.505, H9 1.133
4 O -1.61 -0.78 -0.85  C3 1.397, H10 0.965
5 C -0.11 0.98 -0.76  C3 1.505, C6 1.427, H11 1.088, H12 1.089
6 C 1.13 1.54 -0.31  C5 1.427, N7 1.150
7 N 2.19 1.73 0.10  C6 1.150
8 H 0.67 -1.22 2.98  C1 1.060
9 H 0.49 -1.12 -0.99  C3 1.133
10 H -1.86 -1.60 -0.41  O4 0.965
11 H -0.12 1.16 -1.83  C5 1.088
12 H -0.88 1.61 -0.31  C5 1.089

Its total energy is -8800.7123 eV. Its HOMO-LUMO gap is 11.151 eV. As for the SMILES: C#C[C@@H](O)CC#N. As for the charge: 0. The spin multiplicity is 1.

***

3.
Density functional theory data (wB97M-V/def2-TZVPD) for C16H13ClN2O3 in the gas phase.

Each atom is followed by the atoms it is bonded to, with distances in Å.
Positions of all 35 atoms, in Å:
1 C -0.36 -2.27 1.01  C2 1.525, H23 1.088, H24 1.087, H25 1.087
2 C -0.44 -2.23 -0.51  C1 1.525, O3 1.434, C20 1.533, H26 1.095
3 O -0.96 -1.00 -1.03  C2 1.434, N4 1.376
4 N -0.19 0.12 -0.81  O3 1.376, C5 1.380, C19 1.371
5 C -0.22 0.98 0.27  N4 1.380, C6 1.452, N12 1.306
6 C -1.19 0.92 1.34  C5 1.452, C7 1.395, C11 1.394
7 C -0.85 1.47 2.58  C6 1.395, C8 1.381, H27 1.078
8 C -1.75 1.45 3.62  C7 1.381, C9 1.386, H28 1.080
9 C -3.01 0.89 3.45  C8 1.386, C10 1.385, H29 1.080
10 C -3.36 0.36 2.22  C9 1.385, C11 1.383, H30 1.080
11 C -2.46 0.37 1.17  C6 1.394, C10 1.383, H31 1.079
12 N 0.71 1.89 0.18  C5 1.306, C13 1.366
13 C 1.38 1.66 -0.98  N12 1.366, C14 1.391, C19 1.414
14 C 2.45 2.33 -1.56  C13 1.391, C15 1.378, H32 1.077
15 C 2.93 1.87 -2.77  C14 1.378, C16 1.398, H33 1.078
16 C 2.36 0.76 -3.40  C15 1.398, Cl17 1.730, C18 1.382
17 Cl 3.01 0.24 -4.91  C16 1.730
18 C 1.29 0.07 -2.86  C16 1.382, C19 1.385, H34 1.079
19 C 0.82 0.53 -1.64  N4 1.371, C13 1.414, C18 1.385
20 C 0.92 -2.56 -1.14  C2 1.533, O21 1.198, O22 1.333
21 O 1.07 -3.31 -2.07  C20 1.198
22 O 1.92 -1.92 -0.55  C20 1.333, H35 0.971
23 H 0.35 -1.53 1.37  C1 1.088
24 H -1.33 -2.07 1.44  C1 1.087
25 H -0.03 -3.26 1.32  C1 1.087
26 H -1.17 -2.96 -0.89  C2 1.095
27 H 0.13 1.91 2.69  C7 1.078
28 H -1.48 1.87 4.58  C8 1.080
29 H -3.71 0.88 4.27  C9 1.080
30 H -4.35 -0.06 2.07  C10 1.080
31 H -2.75 -0.02 0.21  C11 1.079
32 H 2.88 3.19 -1.08  C14 1.077
33 H 3.76 2.36 -3.25  C15 1.078
34 H 0.85 -0.78 -3.36  C18 1.079
35 H 2.77 -2.13 -0.97  O22 0.971

Its total energy is -38447.5250 eV. Its HOMO-LUMO gap is 8.525 eV. As for the SMILES: C[C@@H](On1c(-c2ccccc2)nc2ccc(Cl)cc21)C(=O)O. As for the charge: 0. The spin multiplicity is 1.

***

4.
Density functional theory data (wB97M-V/def2-TZVPD) for a 10-piece molecular cluster, C10H40O10 overall at a distorted geometry.

Each atom is followed by the atoms it is bonded to, with distances in Å.
Positions of all 60 atoms, in Å:
1 C -18.04 -0.66 22.99  O2 1.435, H3 1.073, H4 1.069, H5 1.062
2 O -17.95 -0.87 21.57  C1 1.435, H6 0.921
3 H -18.26 -1.57 23.52  C1 1.073
4 H -18.76 0.09 23.21  C1 1.069
5 H -17.16 -0.32 23.48  C1 1.062
6 H -17.81 -0.03 21.23  O2 0.921
7 C -13.38 -3.29 27.24  O8 1.405, H9 1.092, H10 1.072, H11 1.127
8 O -13.22 -4.50 27.93  C7 1.405, H12 0.937
9 H -12.60 -3.10 26.50  C7 1.092
10 H -13.29 -2.40 27.83  C7 1.072
11 H -14.39 -3.26 26.74  C7 1.127
12 H -12.91 -4.19 28.75  O8 0.937
13 C -16.32 -3.70 24.86  O14 1.406, H15 1.068, H16 1.102, H17 1.089
14 O -15.84 -2.38 24.94  C13 1.406, H18 0.974
15 H -15.69 -4.41 25.35  C13 1.068
16 H -16.17 -3.95 23.80  C13 1.102
17 H -17.39 -3.73 25.08  C13 1.089
18 H -15.58 -2.11 24.04  O14 0.974
19 C -16.28 -3.44 29.08  O20 1.417, H21 1.028, H22 1.063, H23 1.076
20 O -16.34 -2.02 29.17  C19 1.417, H24 0.970
21 H -16.30 -3.78 28.11  C19 1.028
22 H -17.10 -3.84 29.62  C19 1.063
23 H -15.39 -3.85 29.52  C19 1.076
24 H -16.91 -1.65 28.48  O20 0.970
25 C -16.26 2.16 24.52  O26 1.425, H27 1.054, H28 1.105, H29 1.081
26 O -15.34 2.34 25.59  C25 1.425, H30 0.955
27 H -17.06 1.57 24.88  C25 1.054
28 H -15.90 1.58 23.65  C25 1.105
29 H -16.68 3.10 24.21  C25 1.081
30 H -14.59 1.82 25.32  O26 0.955
31 C -14.18 0.38 28.24  O32 1.421, H33 1.109, H34 1.087, H35 1.067
32 O -14.04 -0.31 29.47  C31 1.421, H36 0.943
33 H -14.24 -0.37 27.42  C31 1.109
34 H -13.36 1.03 27.98  C31 1.087
35 H -15.12 0.88 28.23  C31 1.067
36 H -14.66 -1.01 29.47  O32 0.943
37 C -20.25 2.04 25.35  O38 1.391, H39 1.113, H40 1.067, H41 1.091
38 O -20.98 1.22 24.50  C37 1.391, H42 0.951
39 H -20.84 2.98 25.49  C37 1.113
40 H -19.32 2.41 24.96  C37 1.067
41 H -20.09 1.44 26.24  C37 1.091
42 H -20.70 0.31 24.56  O38 0.951
43 C -20.66 -2.13 25.47  O44 1.387, H45 1.136, H46 1.100, H47 1.073
44 O -20.81 -1.43 24.28  C43 1.387, H48 0.949
45 H -19.92 -1.65 26.18  C43 1.136
46 H -20.35 -3.18 25.42  C43 1.100
47 H -21.60 -2.20 26.00  C43 1.073
48 H -21.36 -1.96 23.72  O44 0.949
49 C -17.83 3.96 27.28  O50 1.403, H51 1.067, H52 1.075, H53 1.086
50 O -17.04 2.87 27.68  C49 1.403, H54 0.938
51 H -17.23 4.83 27.39  C49 1.067
52 H -18.73 4.07 27.86  C49 1.075
53 H -18.13 3.93 26.23  C49 1.086
54 H -16.43 2.74 26.98  O50 0.938
55 C -17.89 -0.08 26.83  O56 1.404, H57 1.108, H58 1.111, H59 1.108
56 O -17.56 -1.45 26.90  C55 1.404, H60 0.976
57 H -18.72 0.23 27.49  C55 1.108
58 H -18.15 0.12 25.77  C55 1.111
59 H -16.99 0.46 27.18  C55 1.108
60 H -16.79 -1.68 26.35  O56 0.976

Its total energy is -31488.1217 eV. Its HOMO-LUMO gap is 9.768 eV. As for the SMILES: CO.CO.CO.CO.CO.CO.CO.CO.CO.CO. As for the charge: 0. The spin multiplicity is 1.

***

5.
Density functional theory data (wB97M-V/def2-TZVPD) for a 2-piece molecular cluster, C4H12NO2 overall at a distorted geometry.

Each atom is followed by the atoms it is bonded to, with distances in Å.
Positions of all 19 atoms, in Å:
1 C -1.77 1.21 0.35  C2 1.545, H7 1.080, H8 1.084, H9 1.091
2 C -0.39 0.54 0.22  C1 1.545, C3 1.544, N6 1.498, H10 1.094
3 C -0.47 -0.76 -0.62  C2 1.544, C4 1.530, H11 1.091, H12 1.083
4 C -0.01 -2.04 0.07  C3 1.530, O5 1.400, H13 1.107, H14 1.097
5 O 1.32 -2.10 0.49  C4 1.400, H17 1.009
6 N 0.43 1.55 -0.53  C2 1.498, H15 1.005, H16 1.052
7 H -2.59 0.66 0.79  C1 1.080
8 H -1.56 2.02 1.05  C1 1.084
9 H -2.11 1.65 -0.59  C1 1.091
10 H 0.02 0.26 1.19  C2 1.094
11 H -1.53 -0.89 -0.87  C3 1.091
12 H 0.13 -0.62 -1.50  C3 1.083
13 H -0.74 -2.26 0.87  C4 1.107
14 H -0.17 -2.82 -0.69  C4 1.097
15 H 0.26 2.45 -0.12  N6 1.005
16 H 1.34 1.05 -0.37  N6 1.052
17 H 1.79 -1.22 0.36  O5 1.009
18 H 3.18 1.10 0.02  O19 0.958
19 O 2.88 0.21 -0.13  H18 0.958

Its total energy is -9927.4536 eV. Its HOMO-LUMO gap is 7.434 eV. As for the charge: -1. The spin multiplicity is 1.

***

6.
Density functional theory data (wB97M-V/def2-TZVPD) for C4H8N2O in the gas phase.

Each atom is followed by the atoms it is bonded to, with distances in Å.
Positions of all 15 atoms, in Å:
1 O -2.72 -1.17 -0.98  C2 1.269
2 C -1.59 -0.71 -0.65  O1 1.269, N3 1.290, N7 1.339
3 N -1.86 0.51 -0.96  C2 1.290
4 C 0.30 1.59 0.16  C5 1.527, H8 1.102, H9 1.091, H10 1.092
5 C 0.90 0.35 0.83  C4 1.527, C6 1.525, H11 1.097, H12 1.098
6 C 0.83 -0.88 -0.07  C5 1.525, N7 1.459, H13 1.093, H14 1.100
7 N -0.54 -1.39 -0.17  C2 1.339, C6 1.459, H15 1.006
8 H -0.64 1.38 -0.37  C4 1.102
9 H 0.95 1.97 -0.63  C4 1.091
10 H 0.06 2.38 0.87  C4 1.092
11 H 0.40 0.12 1.77  C5 1.097
12 H 1.96 0.54 1.07  C5 1.098
13 H 1.43 -1.69 0.33  C6 1.093
14 H 1.22 -0.64 -1.07  C6 1.100
15 H -0.70 -2.38 -0.12  N7 1.006

Its total energy is -9302.1036 eV. Its HOMO-LUMO gap is 8.969 eV. As for the charge: 0. The spin multiplicity is 1.

***

7.
Density functional theory data (wB97M-V/def2-TZVPD) for a 2-piece molecular cluster, C4H13NOS overall at a distorted geometry.

Each atom is followed by the atoms it is bonded to, with distances in Å.
Positions of all 20 atoms, in Å:
1 C 1.75 -1.07 -1.95  C2 1.520, H7 1.102, H8 1.107, H9 1.124
2 C 0.60 -0.41 -1.19  C1 1.520, N3 1.539, C4 1.672, H10 1.137
3 N -0.53 -1.45 -1.14  C2 1.539, H11 1.083, H12 1.009
4 C 0.01 1.03 -1.79  C2 1.672, C5 1.480, H13 1.138, H14 1.127
5 C -1.27 1.55 -1.26  C4 1.480, S6 1.833, H15 1.046, H16 1.064
6 S -1.06 2.67 0.17  C5 1.833, H17 1.419
7 H 1.58 -2.06 -2.39  C1 1.102
8 H 1.92 -0.57 -2.92  C1 1.107
9 H 2.65 -1.19 -1.29  C1 1.124
10 H 0.99 -0.31 -0.13  C2 1.137
11 H -1.10 -1.19 -0.25  N3 1.083
12 H 0.04 -2.25 -0.92  N3 1.009
13 H -0.07 0.84 -2.91  C4 1.138
14 H 0.91 1.66 -1.55  C4 1.127
15 H -1.85 0.79 -0.83  C5 1.046
16 H -1.72 2.22 -1.95  C5 1.064
17 H -0.99 1.69 1.20  S6 1.419
18 O -0.73 -0.97 7.27  H19 0.963, H20 1.010
19 H -0.43 -1.01 6.35  O18 0.963
20 H -0.70 0.01 7.49  O18 1.010

Its total energy is -18730.1495 eV. Its HOMO-LUMO gap is 9.533 eV. As for the SMILES: C[C@H](N)CCS.O. As for the charge: 0. The spin multiplicity is 1.

***

8.
Density functional theory data (wB97M-V/def2-TZVPD) for a 2-piece molecular cluster, C10H10N2 overall at a distorted geometry.

Each atom is followed by the atoms it is bonded to, with distances in Å.
Positions of all 22 atoms, in Å:
1 C -2.07 1.06 -0.51  C2 1.321, C6 1.469, H7 1.138
2 C -1.17 0.78 0.41  C1 1.321, C3 1.413, H8 1.068
3 C -1.38 -0.46 1.06  C2 1.413, N4 1.331, H9 1.077
4 N -2.23 -1.42 0.72  C3 1.331, C5 1.332
5 C -3.20 -1.02 -0.11  N4 1.332, C6 1.416, H10 1.198
6 C -3.30 0.27 -0.68  C1 1.469, C5 1.416, H11 1.140
7 H -2.22 2.11 -0.93  C1 1.138
8 H -0.34 1.34 0.77  C2 1.068
9 H -0.65 -0.68 1.82  C3 1.077
10 H -4.09 -1.81 -0.02  C5 1.198
11 H -4.17 0.62 -1.34  C6 1.140
12 C 3.06 0.72 0.32  C13 1.399, C17 1.386, H18 1.157
13 C 1.72 1.05 0.11  C12 1.399, C14 1.426, H19 1.190
14 C 0.84 0.13 -0.53  C13 1.426, N15 1.372, H20 1.077
15 N 1.22 -1.14 -0.88  C14 1.372, C16 1.341
16 C 2.46 -1.45 -0.45  N15 1.341, C17 1.381, H21 1.056
17 C 3.42 -0.59 0.05  C12 1.386, C16 1.381, H22 1.104
18 H 3.91 1.43 0.65  C12 1.157
19 H 1.21 2.01 0.58  C13 1.190
20 H -0.14 0.44 -0.86  C14 1.077
21 H 2.66 -2.47 -0.57  C16 1.056
22 H 4.43 -0.89 0.38  C17 1.104

Its total energy is -13508.5235 eV. Its HOMO-LUMO gap is 9.223 eV. As for the SMILES: c1ccncc1.c1ccncc1. As for the charge: 0. The spin multiplicity is 1.

***

Computed HOMO, in the same sequence as the records: -0.34237, -0.38647, -0.30369, -0.35715, -0.13012, -0.35148, -0.33504, -0.32514 Eh.
Computed ΔE to the lowest compared entry with this formula, charge and spin, in the same sequence as the records: 107.1, 62.4, 30.4, 115.9, 17.8, 98.9, 42.9, 105.4 kcal per mole.
Computed LUMO level, in the same sequence as the records: -0.26, 0.63, 0.26, 0.05, 3.89, -0.60, 0.42, 0.38 eV.